The following is a quantum chemistry calculation of a cluster of 3 separate species, C3H12N2O in total in a non-equilibrium geometry, from the OMol25 dataset.

Its multiplicity is 1. The net charge is 0. The value obtained for the energy relative to the best compared isomer or geometry (same formula, charge and spin) is 47.80 kcal/mol. The SMILES is C=C.NCO.N. Its highest occupied orbital energy is -0.348 Eh. The molar mass is 92.142 Da.

Each line ends with the Löwdin charge.
Positions of all 18 atoms, in Å:
C -1.579 2.228 2.931  -0.08
C -1.788 3.377 2.258  -0.07
N -2.485 -1.703 -2.838  0.03
H -1.945 2.057 3.938  0.04
H 2.018 -2.165 -1.818  0.05
H -1.114 1.423 2.378  0.03
H -1.841 4.330 2.759  0.04
H -1.784 3.175 1.194  0.04
H -2.360 -0.732 -2.991  -0.01
H -2.960 -2.287 -3.494  0.00
H -1.682 -2.128 -2.427  -0.01
N 1.190 -0.321 0.112  0.02
C 2.378 -0.720 -0.563  -0.34
O 2.397 -2.121 -0.954  -0.08
H 0.308 -0.559 -0.294  0.06
H 1.342 -0.324 1.106  0.07
H 2.557 -0.149 -1.475  0.11
H 3.185 -0.604 0.149  0.11

The following is a quantum chemistry calculation of a cluster of 3 separate species, C3H12N2O2 in total in a non-equilibrium geometry, from the OMol25 dataset.

Its multiplicity is 1. The net charge is 0. The value obtained for the energy relative to the best compared isomer or geometry (same formula, charge and spin) is 50.57 kcal/mol. The SMILES is C/C(N)=C/N.O.O. Its highest occupied orbital energy is -0.298 Eh. The molar mass is 108.141 Da.

Each line ends with the Löwdin charge.
Positions of all 19 atoms, in Å:
C -1.453 -1.393 1.530  -0.05
C -0.596 -1.341 0.282  -0.42
C 0.723 -1.189 0.489  -0.14
N 1.745 -1.474 -0.647  0.00
N -1.036 -1.458 -1.047  0.10
H -2.128 -2.311 1.460  0.11
H -2.042 -0.504 1.584  0.06
H -0.828 -1.429 2.415  0.06
H 1.044 -1.082 1.541  0.10
H 1.739 -2.511 -0.609  0.08
H 2.574 -1.218 -0.181  0.03
H -0.139 -1.444 -1.479  0.04
H -1.737 -0.789 -1.219  0.07
H 2.460 1.143 -0.985  0.00
H 2.042 1.949 -2.118  0.05
O 2.592 2.034 -1.317  -0.07
H -2.077 4.706 -0.503  0.02
H -1.115 4.291 0.726  0.03
O -1.768 4.020 0.080  -0.06

The following is a quantum chemistry calculation of a cluster of 2 separate species, C3H12N2O2 in total in a non-equilibrium geometry, from the OMol25 dataset.

Its multiplicity is 1. The net charge is 0. The value obtained for the energy relative to the best compared isomer or geometry (same formula, charge and spin) is 27.00 kcal/mol. The SMILES is NC[C@H](N)CO.O. Its highest occupied orbital energy is -0.334 Eh. The molar mass is 108.141 Da.

Each line ends with the Löwdin charge.
Positions of all 19 atoms, in Å:
N 1.801 0.086 1.272  0.03
C 0.697 0.168 0.320  -0.39
C 1.052 0.849 -1.013  -0.22
O 0.282 0.254 -2.047  -0.09
C -0.553 0.762 0.995  -0.19
N -1.626 -0.249 0.949  -0.02
H 2.250 0.974 1.464  0.07
H 2.496 -0.608 1.047  0.07
H 0.470 -0.879 0.117  0.12
H 2.136 0.791 -1.168  0.11
H 0.704 1.885 -1.020  0.11
H 0.189 -0.693 -1.853  0.04
H -0.856 1.643 0.444  0.11
H -0.306 0.906 2.044  0.10
H -1.487 -0.996 1.618  0.09
H -2.573 0.063 1.121  0.08
H -1.524 -1.409 -0.688  0.00
H -1.927 -1.661 -2.111  0.06
O -1.225 -1.887 -1.489  -0.08

The following is a quantum chemistry calculation of a cluster of 2 separate species, C3H12N2O2 in total in a non-equilibrium geometry, from the OMol25 dataset.

Its multiplicity is 1. The net charge is 0. The value obtained for the energy relative to the best compared isomer or geometry (same formula, charge and spin) is 61.20 kcal/mol. The SMILES is NC[C@H](N)CO.O. Its highest occupied orbital energy is -0.337 Eh. The molar mass is 108.141 Da.

Each line ends with the Löwdin charge.
Positions of all 19 atoms, in Å:
N 1.827 -0.755 0.904  0.07
C 0.719 -0.088 0.073  -0.33
C 1.166 0.506 -1.361  -0.22
O 0.008 0.356 -2.126  -0.12
C -0.030 0.968 0.794  -0.25
N -0.862 0.349 1.910  -0.03
H 2.192 -0.356 1.687  0.02
H 2.517 -1.012 0.287  0.02
H -0.063 -0.904 -0.133  0.12
H 1.942 -0.039 -1.838  0.09
H 1.303 1.681 -1.544  0.16
H -0.184 -0.625 -2.168  0.11
H -0.891 1.393 0.213  0.13
H 0.630 1.646 1.333  0.11
H -0.375 -0.422 2.321  0.04
H -1.100 1.176 2.509  0.09
H -2.380 -1.872 0.254  0.08
H -2.590 -0.424 0.321  0.02
O -2.368 -1.071 -0.371  -0.11

The following is a quantum chemistry calculation of a cluster of 3 separate species, C3H12N2O3 in total in a non-equilibrium geometry, from the OMol25 dataset.

Its multiplicity is 1. The net charge is 0. The value obtained for the energy relative to the best compared isomer or geometry (same formula, charge and spin) is 29.87 kcal/mol. The SMILES is NCCNC=O.O.O. Its highest occupied orbital energy is -0.352 Eh. The molar mass is 124.140 Da.

Each line ends with the Löwdin charge.
Positions of all 20 atoms, in Å:
C 1.547 -0.768 -2.280  -0.37
N 0.536 -0.343 -1.479  0.02
C -0.195 -1.220 -0.572  -0.21
C -0.410 -0.582 0.802  -0.27
N -0.934 -1.544 1.795  -0.02
O 2.327 -0.050 -2.853  0.02
H 1.554 -1.870 -2.368  0.13
H 0.399 0.651 -1.366  0.14
H 0.363 -2.154 -0.528  0.11
H -1.190 -1.409 -0.949  0.11
H 0.537 -0.251 1.232  0.12
H -1.143 0.189 0.666  0.10
H -1.765 -1.981 1.412  0.06
H -0.260 -2.314 1.802  0.07
H 3.652 3.555 -2.672  0.03
H 4.189 2.106 -2.817  0.03
O 3.583 2.663 -2.319  -0.07
H -4.896 2.163 3.857  0.03
H -3.560 1.396 4.104  0.03
O -4.335 1.764 4.533  -0.06

The following is a quantum chemistry calculation of a cluster of 3 separate species, C3H12N2O3 in total in a non-equilibrium geometry, from the OMol25 dataset.

Its multiplicity is 1. The net charge is 0. The value obtained for the energy relative to the best compared isomer or geometry (same formula, charge and spin) is 53.22 kcal/mol. The SMILES is NCCNC=O.O.O. Its highest occupied orbital energy is -0.329 Eh. The molar mass is 124.140 Da.

Each line ends with the Löwdin charge.
Positions of all 20 atoms, in Å:
C -0.317 0.939 1.344  -0.39
N -0.096 -0.369 1.602  0.02
C 1.178 -0.944 1.109  -0.15
C 1.389 -0.682 -0.466  -0.30
N 1.065 -1.729 -1.299  -0.01
O -1.500 1.273 1.253  -0.02
H 0.581 1.566 1.338  0.14
H -0.900 -0.965 1.827  0.15
H 1.245 -2.003 1.318  0.11
H 2.027 -0.415 1.554  0.10
H 0.812 0.353 -0.619  0.12
H 2.521 -0.528 -0.548  0.13
H 0.067 -1.810 -1.226  0.07
H 1.443 -1.984 -2.180  0.07
H -0.331 2.907 0.082  0.03
H -1.049 2.223 -1.050  0.08
O -0.124 2.422 -0.718  -0.09
H -2.827 -0.750 -1.515  0.09
H -2.239 0.254 -0.571  -0.02
O -2.948 0.243 -1.234  -0.10

The following is a quantum chemistry calculation of a cluster of 2 separate species, C3H12N2OS in total in a non-equilibrium geometry, from the OMol25 dataset.

Its multiplicity is 2. The net charge is -1. The value obtained for the energy relative to the best compared isomer or geometry (same formula, charge and spin) is 40.84 kcal/mol. Its highest occupied orbital energy (spin up / spin down) is 0.033 / -0.185 Eh. The molar mass is 124.209 Da.

Each line ends with the Löwdin charge.
Positions of all 19 atoms, in Å:
N 0.260 0.790 1.332  -0.07
C 0.953 -0.109 0.380  -0.65
C 2.388 0.226 0.384  -0.63
S 3.026 -0.387 2.039  0.34
C 0.267 0.295 -0.950  -0.35
N -1.122 -0.064 -1.106  -0.03
H 0.648 0.624 2.391  0.08
H -0.740 0.665 1.135  0.03
H 0.452 -1.105 0.557  0.12
H 2.787 1.309 0.150  0.11
H 2.894 -0.551 -0.316  0.02
H 3.208 -1.612 1.414  -0.21
H 0.274 1.454 -0.934  0.13
H 0.966 -0.031 -1.792  0.10
H -1.471 0.331 -1.952  0.04
H -1.384 -1.015 -1.302  0.05
H -4.274 -0.024 -1.259  0.04
H -4.319 -0.405 0.340  0.04
O -4.812 -0.389 -0.512  -0.13

The following is a quantum chemistry calculation of a cluster of 2 separate species, C3H12N2OS in total in a non-equilibrium geometry, from the OMol25 dataset.

Its multiplicity is 1. The net charge is 0. The value obtained for the energy relative to the best compared isomer or geometry (same formula, charge and spin) is 27.83 kcal/mol. The SMILES is NCNCCS.O. Its highest occupied orbital energy is -0.323 Eh. The molar mass is 124.209 Da.

Each line ends with the Löwdin charge.
Positions of all 19 atoms, in Å:
C 0.555 0.085 -0.325  -0.32
C 1.454 1.301 -0.612  -0.57
S 1.884 1.401 -2.357  0.71
N -0.610 0.087 -1.219  -0.07
C -1.710 -0.847 -0.866  -0.29
N -1.286 -1.909 0.022  0.00
H 1.169 -0.781 -0.604  0.11
H 0.345 0.144 0.728  0.10
H 2.367 1.119 -0.038  0.07
H 1.028 2.199 -0.167  0.07
H 3.010 2.109 -2.203  -0.15
H -0.294 -0.214 -2.093  0.05
H -2.506 -0.200 -0.501  0.10
H -2.048 -1.354 -1.768  0.11
H -2.027 -2.494 0.362  0.06
H -0.540 -1.778 0.678  0.04
H -0.534 1.011 3.270  0.03
H -0.271 -0.399 3.804  0.03
O 0.013 0.520 3.889  -0.06

The following is a quantum chemistry calculation of a cluster of 2 separate species, C3H12N2OS in total in a non-equilibrium geometry, from the OMol25 dataset.

Its multiplicity is 2. The net charge is +1. The value obtained for the energy relative to the best compared isomer or geometry (same formula, charge and spin) is 30.47 kcal/mol. Its highest occupied orbital energy (spin up / spin down) is -0.496 / -0.495 Eh. The molar mass is 124.209 Da.

Each line ends with the Löwdin charge.
Positions of all 19 atoms, in Å:
C 0.660 1.234 0.283  -0.22
C -0.513 2.195 0.297  -0.59
S -1.976 1.850 -0.695  0.75
N 0.398 -0.189 0.772  0.21
C 1.290 -1.282 0.180  -0.20
N 1.755 -1.103 -1.172  0.06
H 0.928 1.225 -0.739  0.08
H 1.499 1.695 0.829  0.16
H -0.203 3.205 -0.062  0.10
H -0.678 2.171 1.406  0.10
H -2.441 0.840 0.158  -0.11
H 0.369 -0.303 1.784  0.16
H 2.180 -1.286 0.845  0.17
H 0.823 -2.180 0.216  0.10
H 2.183 -0.163 -1.183  0.09
H 0.890 -1.203 -1.781  0.14
H -1.703 -2.054 -0.124  0.01
H -3.071 -1.992 -0.515  0.03
O -2.388 -2.658 -0.500  -0.05

The following is a quantum chemistry calculation of a cluster of 2 separate species, C3H12N2S in total in a non-equilibrium geometry, from the OMol25 dataset.

Its multiplicity is 1. The net charge is 0. The value obtained for the energy relative to the best compared isomer or geometry (same formula, charge and spin) is 7.88 kcal/mol. The SMILES is CSC.NCN. Its highest occupied orbital energy is -0.312 Eh. The molar mass is 108.210 Da.

Each line ends with the Löwdin charge.
Positions of all 18 atoms, in Å:
C 1.736 1.390 0.224  -0.44
S 2.223 -0.244 -0.389  0.71
C 1.711 -0.042 -2.113  -0.44
H 2.447 2.135 -0.143  0.03
H 0.715 1.664 -0.020  0.03
H 1.907 1.372 1.302  0.03
H 0.698 0.312 -2.286  0.04
H 1.796 -1.017 -2.599  0.03
H 2.450 0.607 -2.584  0.03
N -3.009 0.685 0.347  -0.01
C -2.019 -0.384 0.653  -0.37
N -2.455 -1.381 1.632  -0.01
H -2.783 1.398 1.033  0.05
H -3.889 0.313 0.685  0.05
H -1.085 0.021 1.051  0.09
H -1.744 -0.877 -0.287  0.10
H -3.249 -1.916 1.294  0.06
H -2.575 -0.903 2.505  0.05

The following is a quantum chemistry calculation of a cluster of 2 separate species, C3H12N2S in total in a non-equilibrium geometry, from the OMol25 dataset.

Its multiplicity is 2. The net charge is +1. The value obtained for the energy relative to the best compared isomer or geometry (same formula, charge and spin) is 27.04 kcal/mol. Its highest occupied orbital energy (spin up / spin down) is -0.436 / -0.434 Eh. The molar mass is 108.210 Da.

Each line ends with the Löwdin charge.
Positions of all 18 atoms, in Å:
C 2.271 -0.201 0.709  -0.13
C 1.787 -1.147 1.838  -0.52
S 0.112 -0.755 2.168  1.16
H 2.517 0.783 1.116  0.09
H 1.603 0.039 -0.115  0.06
H 3.170 -0.635 0.281  0.10
H 2.030 -2.148 1.480  0.11
H 2.377 -0.993 2.749  0.11
H -0.480 -1.956 2.418  -0.02
N -2.603 -0.008 -1.140  0.00
C -1.295 0.595 -1.007  -0.41
N -0.961 1.668 -1.912  0.01
H -3.348 0.616 -0.834  0.07
H -2.855 -0.541 -1.965  0.07
H -1.355 1.081 -0.027  0.09
H -0.533 -0.177 -0.954  0.08
H -0.729 1.451 -2.874  0.07
H -1.709 2.330 -1.929  0.06

The following is a quantum chemistry calculation of a cluster of 2 separate species, C3H12N3 in total in a non-equilibrium geometry, from the OMol25 dataset.

Its multiplicity is 1. The net charge is +1. The value obtained for the energy relative to the best compared isomer or geometry (same formula, charge and spin) is 98.04 kcal/mol. Its highest occupied orbital energy is -0.496 Eh. The molar mass is 90.150 Da.

Each line ends with the Löwdin charge.
Positions of all 18 atoms, in Å:
C -1.894 1.245 -0.254  -0.11
C -1.367 -1.151 -0.296  -0.02
C -0.008 0.347 0.920  0.06
N 2.603 -0.798 0.376  -0.05
N 1.779 0.152 -0.256  -0.08
N -1.108 0.214 0.205  -0.28
H -1.506 2.331 -0.251  0.13
H -2.273 1.109 -1.383  0.14
H -2.962 1.245 0.216  0.13
H -0.579 -1.457 -1.026  0.09
H -1.368 -1.866 0.590  0.12
H -2.387 -1.247 -0.877  0.14
H 1.638 -0.308 -1.152  0.11
H 0.457 1.353 1.074  0.13
H 0.371 -0.447 1.633  0.14
H 3.392 -1.156 -0.223  0.11
H 3.074 -0.624 1.303  0.12
H 2.137 1.059 -0.602  0.13

The following is a quantum chemistry calculation of a cluster of 4 separate species, C3H12N3O in total in a non-equilibrium geometry, from the OMol25 dataset.

Its multiplicity is 1. The net charge is +1. The value obtained for the energy relative to the best compared isomer or geometry (same formula, charge and spin) is 206.80 kcal/mol. Its highest occupied orbital energy is -0.528 Eh. The molar mass is 106.149 Da.

Each line ends with the Löwdin charge.
Positions of all 19 atoms, in Å:
C 0.032 -1.861 1.605  -0.01
C 0.893 -1.050 2.223  -0.02
N 0.373 1.730 0.621  0.29
C -0.659 1.224 -0.074  -0.55
N -1.906 1.800 0.006  0.19
N -0.531 0.173 -0.854  0.39
H -0.464 -1.537 0.695  0.02
H -0.153 -2.860 1.976  0.07
H 0.930 -7.453 -3.960  0.00
H 1.039 -0.049 1.835  0.01
H 1.448 -1.429 3.071  0.07
H 0.003 2.175 1.475  0.13
H -2.576 1.358 -0.621  0.13
H -1.885 2.813 0.018  0.12
H 0.469 0.006 -1.061  0.13
H 1.526 -7.130 -4.233  0.00
H 0.738 4.679 -1.299  0.06
H 0.607 3.362 -0.479  -0.01
O 0.116 4.052 -0.942  -0.03